Here is a molecular structure, C36H44AsF3N4P2S5Si2Tc from the OMol25 dataset. Energies are from the ωB97M-V functional and the def2-TZVPD basis.

XYZ file:
```
98
C36H44AsF3N4P2S5Si2Tc the ωB97M-V functional and the def2-TZVPD basis
Tc 0.7204 0.2339 -0.7777
C 4.0516 2.3238 1.2467
Si 2.9291 1.4127 2.4226
C 1.6719 2.4616 3.2987
C 4.7477 -0.7507 3.0842
N 0.1992 0.5637 1.2607
P -1.1461 -0.4137 1.1416
C -0.9133 -0.7689 -0.5225
P -1.4151 -0.6958 -2.1912
N -0.2155 0.2568 -2.6794
Si 0.0164 1.0576 -4.2328
C 1.8070 0.8574 -4.7187
C -1.1130 0.2422 -5.4896
C -0.4666 2.8584 -4.1869
C -1.4054 -2.3733 -2.8296
C -0.3385 -2.8025 -3.6130
C -0.2569 -4.1327 -4.0004
C -1.2332 -5.0318 -3.6005
C -2.2906 -4.6100 -2.8024
C -2.3750 -3.2852 -2.4101
C -3.0392 0.0278 -2.4297
C -3.2776 1.2716 -1.8426
C -4.4911 1.9053 -2.0420
C -5.4658 1.3057 -2.8312
C -5.2255 0.0770 -3.4275
C -4.0101 -0.5644 -3.2329
C -1.1404 -1.8397 2.2043
C -0.7425 -3.0715 1.6892
C -0.6604 -4.1674 2.5345
C -0.9660 -4.0259 3.8812
C -1.3575 -2.7946 4.3947
C -1.4492 -1.6960 3.5577
C -2.5592 0.6091 1.5146
C -2.4298 1.9888 1.6485
C -3.5686 2.7627 1.8156
C -4.8212 2.1646 1.8403
C -4.9474 0.7875 1.7036
C -3.8164 0.0054 1.5427
H 5.0669 1.9252 1.2672
H 4.0894 3.3739 1.5495
H 3.6955 2.2920 0.2181
H 2.1882 3.1729 3.9477
H 1.0259 1.8452 3.9236
H 1.0647 3.0200 2.5865
H 5.5668 -0.2327 2.5812
H 4.2504 -1.3815 2.3418
H 5.1687 -1.3830 3.8691
H 2.0786 -0.1912 -4.8621
H 2.4646 1.2770 -3.9544
H 1.9936 1.3873 -5.6570
H -1.0306 -0.8437 -5.5352
H -0.8618 0.6291 -6.4815
H -2.1594 0.5005 -5.3023
H 0.2462 3.4838 -3.6507
H -1.4490 2.9850 -3.7244
H -0.5345 3.2263 -5.2152
H 0.4296 -2.0994 -3.9081
H 0.5729 -4.4639 -4.6112
H -1.1693 -6.0683 -3.9055
H -3.0477 -5.3153 -2.4856
H -3.1955 -2.9603 -1.7790
H -2.5091 1.7475 -1.2459
H -4.6747 2.8706 -1.5876
H -6.4132 1.8050 -2.9908
H -5.9806 -0.3808 -4.0532
H -3.8206 -1.5149 -3.7151
H -0.4982 -3.1625 0.6366
H -0.3572 -5.1296 2.1433
H -0.9021 -4.8839 4.5386
H -1.5968 -2.6955 5.4453
H -1.7600 -0.7337 3.9480
H -1.4477 2.4451 1.6176
H -3.4762 3.8352 1.9287
H -5.7062 2.7743 1.9711
H -5.9257 0.3255 1.7259
H -3.9102 -1.0707 1.4424
S 5.0022 -2.1694 -3.8870
As 5.7944 -0.3370 -3.6200
S 4.0371 -1.1658 -0.7716
S 2.2312 -1.2015 -1.7477
S 5.0298 0.4169 -1.6107
F 1.1821 2.9681 0.2991
C 0.7558 2.3362 -0.8375
F 1.6718 2.6799 -1.7977
F -0.4182 2.9431 -1.1617
C 5.2038 2.1441 4.5266
N 4.3965 0.9842 4.8077
C 3.5176 0.9402 5.8972
C 2.5286 0.0803 5.6799
N 2.6192 -0.4543 4.3510
C 3.7690 0.2337 3.7010
S 1.7022 -0.1722 1.3863
H 5.6266 2.5224 5.4560
H 4.6463 2.9693 4.0535
H 6.0356 1.8774 3.8724
H 3.7117 1.5319 6.7789
H 1.7367 -0.2243 6.3446
H 2.7383 -1.4633 4.3419
```

Computed properties:
**Lowest unoccupied orbital energy**: -3.49 eV
**Orbital gap**: 5.553 eV
**E_HOMO**: -9.04 eV
**Total charge**: +1
**Calculated total energy**: -203703.899 eV

=====

Here is a molecular structure, C36H44AsIrNP2Si2 in a non-equilibrium geometry from the OMol25 dataset. Energies are from the ωB97M-V functional and the def2-TZVPD basis.

XYZ file:
```
87
C36H44AsIrNP2Si2 the ωB97M-V functional and the def2-TZVPD basis
Ir 0.0648 0.5480 -0.4143
C 2.6123 2.9504 -1.1255
P 2.4715 1.1671 -0.5788
C 3.8256 0.3715 -1.4892
C 3.9345 0.6041 -2.8604
C 4.9489 0.0083 -3.5845
C 5.8425 -0.8429 -2.9534
C 5.7038 -1.1180 -1.6022
C 4.6931 -0.5250 -0.8697
C 3.0469 1.3452 1.1406
C 4.3653 1.6564 1.4658
C 4.7187 1.8590 2.7889
C 3.7632 1.7572 3.7896
C 2.4429 1.4757 3.4692
C 2.0907 1.2677 2.1488
C 1.2938 3.4823 -1.5137
C 0.9753 4.7416 -2.1093
C -0.3790 4.7393 -2.3234
C -0.8507 3.4694 -1.8647
C -2.2020 2.8828 -1.9705
P -2.2514 1.2386 -1.0892
C -3.3302 0.2171 -2.1351
C -4.3771 0.7351 -2.8951
C -5.0764 -0.0912 -3.7579
C -4.7375 -1.4307 -3.8757
C -3.7056 -1.9555 -3.1120
C -3.0106 -1.1346 -2.2440
C -3.1840 1.6754 0.4136
C -2.4344 2.0756 1.5184
C -3.0648 2.4999 2.6703
C -4.4501 2.5131 2.7300
C -5.1985 2.0868 1.6452
C -4.5722 1.6632 0.4843
N 0.1742 2.7534 -1.3616
H 3.3241 3.0491 -1.9535
H 3.0285 3.5328 -0.2927
H 3.2192 1.2502 -3.3517
H 5.0409 0.2086 -4.6397
H 6.6362 -1.3045 -3.5172
H 6.3859 -1.7980 -1.1196
H 4.5848 -0.7341 0.1848
H 5.1112 1.7384 0.6887
H 5.7387 2.1066 3.0449
H 4.0449 1.9033 4.8215
H 1.6973 1.4309 4.2499
H 1.0511 1.0509 1.8746
H 1.6860 5.5119 -2.3312
H -0.9801 5.5179 -2.7538
H -2.4294 2.7134 -3.0317
H -2.9631 3.5700 -1.5823
H -4.6499 1.7772 -2.8154
H -5.8807 0.3132 -4.3540
H -5.2766 -2.0659 -4.5611
H -3.4288 -2.9943 -3.2179
H -2.1883 -1.5309 -1.6526
H -1.3454 2.0626 1.4539
H -2.4866 2.8258 3.5209
H -4.9469 2.8514 3.6240
H -6.2753 2.1004 1.6913
H -5.1579 1.3192 -0.3554
C 1.9506 -2.9745 -1.5326
Si 1.1410 -3.5686 0.0888
C 2.4121 -3.8140 1.4860
C -0.0499 -5.0196 -0.2339
As -0.2758 -1.6617 0.6127
Si -1.6842 -2.1124 2.5539
C -3.4142 -1.7651 1.8350
C -1.1129 -0.7779 3.8015
C -1.4837 -3.8889 3.2004
H 2.8298 -3.5667 -1.7666
H 2.2653 -1.9341 -1.4703
H 1.2636 -3.0645 -2.3697
H 2.9425 -4.7502 1.3408
H 1.9543 -3.8473 2.4703
H 3.1479 -3.0140 1.4929
H 0.4992 -5.9146 -0.5127
H -0.7267 -4.7852 -1.0528
H -0.6544 -5.2637 0.6342
H -3.4389 -0.8006 1.3335
H -4.1776 -1.7548 2.6057
H -3.6871 -2.5255 1.1090
H -1.2801 0.2225 3.4061
H -0.0554 -0.8852 4.0377
H -1.6652 -0.8583 4.7342
H -2.0658 -4.5862 2.6061
H -1.8655 -3.9554 4.2142
H -0.4510 -4.2253 3.2164
```

Computed properties:
**Lowest unoccupied orbital energy (alpha / beta)**: -8.15 / -8.64 eV
**Expectation value of S²**: 1.05
**Orbital gap (alpha / beta)**: 3.690 / 3.109 eV
**E_HOMO (alpha / beta)**: -11.84 / -11.75 eV
**Spin multiplicity**: 2
**Total charge**: +2
**Calculated total energy**: -137533.338 eV

=====

Here is a molecular structure, C36H44ClIrN4 in a non-equilibrium geometry from the OMol25 dataset. Energies are from the ωB97M-V functional and the def2-TZVPD basis.

XYZ file:
```
86
C36H44ClIrN4 the ωB97M-V functional and the def2-TZVPD basis
Ir 0.0067 -0.0531 0.1539
C 5.6672 -2.2771 1.2797
C 5.4119 -1.6649 -0.0993
C 4.2455 -0.7370 -0.0734
C 4.2461 0.6258 -0.0224
C 5.4305 1.5312 -0.0088
C 5.8115 1.9743 -1.4246
C 2.8618 1.0451 -0.0223
C 2.4348 2.3540 -0.0344
C 1.1015 2.7815 -0.0797
C 0.6919 4.1380 -0.1426
C 1.5793 5.3340 -0.1682
C 1.9771 5.6990 -1.6018
C -0.6961 4.1323 -0.2143
C -1.0928 2.7727 -0.1630
C -2.4314 2.3475 -0.1890
C -2.8708 1.0516 -0.1211
N -2.0414 -0.0432 -0.0321
C -2.8393 -1.1491 -0.0227
C -2.4116 -2.4594 -0.0219
C -1.0835 -2.8933 -0.0542
N 0.0161 -2.0742 -0.0213
C 1.1101 -2.8950 -0.0896
C 2.4459 -2.4591 -0.1006
C 2.8629 -1.1540 -0.0698
N 2.0473 -0.0519 -0.0416
C 0.7070 -4.2514 -0.1558
C -0.6819 -4.2523 -0.1527
C -1.5926 -5.4319 -0.2243
C -2.0226 -5.8873 1.1724
C 1.6217 -5.4239 -0.2734
C 2.0574 -5.6339 -1.7268
C -4.2218 -0.7530 -0.0955
C -4.2511 0.6115 -0.1582
C -5.5075 1.4110 -0.3299
C -5.5970 2.7772 0.3517
C -5.3619 -1.7151 -0.1215
C -5.6849 -2.2443 1.2771
N 0.0046 1.9574 -0.0820
C -1.5919 5.3234 -0.2912
C -2.0984 5.7400 1.0925
H 6.4920 -2.9835 1.2314
H 4.7828 -2.7975 1.6358
H 5.9137 -1.4975 1.9955
H 5.2284 -2.4621 -0.8255
H 6.3003 -1.1188 -0.4215
H 6.2782 1.0109 0.4417
H 5.2176 2.4096 0.6026
H 6.0214 1.1064 -2.0470
H 6.6995 2.6034 -1.3998
H 4.9994 2.5357 -1.8820
H 3.1892 3.1241 -0.0260
H 2.4761 5.1413 0.4240
H 1.0547 6.1770 0.2858
H 2.5146 4.8755 -2.0661
H 2.6146 6.5803 -1.6051
H 1.0908 5.9089 -2.1969
H -3.1665 3.1280 -0.2674
H -3.1692 -3.2258 -0.0183
H 3.2055 -3.2227 -0.1379
H -1.0828 -6.2556 -0.7277
H -2.4802 -5.1847 -0.8118
H -1.1497 -6.1521 1.7643
H -2.6762 -6.7544 1.1055
H -2.5532 -5.0884 1.6845
H 1.1155 -6.3209 0.0866
H 2.5040 -5.2681 0.3512
H 1.1864 -5.7941 -2.3590
H 2.7123 -6.4989 -1.8107
H 2.5891 -4.7581 -2.0928
H -6.3228 0.7960 0.0580
H -5.6904 1.5406 -1.4035
H -5.1474 2.7486 1.3411
H -6.6460 3.0503 0.4564
H -5.1211 3.5603 -0.2334
H -5.1131 -2.5513 -0.7799
H -6.2432 -1.2243 -0.5360
H -4.8135 -2.7219 1.7169
H -6.4912 -2.9716 1.2233
H -5.9902 -1.4280 1.9270
H -2.4453 5.1103 -0.9400
H -1.0427 6.1588 -0.7313
H -2.6579 4.9300 1.5530
H -2.7452 6.6110 1.0103
H -1.2613 5.9893 1.7400
Cl 0.0141 -0.0151 2.6584
```

Computed properties:
**Lowest unoccupied orbital energy**: -0.97 eV
**Orbital gap**: 5.918 eV
**E_HOMO**: -6.89 eV
**Relative energy (zero: lowest compared OMol25 entry of this formula, charge and spin)**: 0.680 eV
**Total charge**: 0
**Calculated total energy**: -59371.603 eV

=====

Here is a molecular structure, C36H44FeN5O10SSeSi from the OMol25 dataset. Energies are from the ωB97M-V functional and the def2-TZVPD basis.

XYZ file:
```
99
C36H44FeN5O10SSeSi the ωB97M-V functional and the def2-TZVPD basis
Fe -0.3156 -1.4043 0.0548
C -0.5638 3.2259 4.2404
Si 1.1980 2.6698 3.9213
C 2.0445 3.8692 2.7460
C 2.1037 2.7618 5.5806
C 1.4037 0.9321 3.2641
C 2.3921 0.1159 3.7901
C 2.6177 -1.1771 3.3124
C 1.8016 -1.6289 2.3014
N 0.8394 -0.8593 1.7839
C 0.6313 0.4090 2.1933
S -0.5852 1.2807 1.3430
H -0.5645 4.0414 4.9692
H -1.1714 2.4056 4.6284
H -1.0358 3.5622 3.3190
H 2.0928 4.8825 3.1526
H 1.4916 3.9074 1.8051
H 3.0620 3.5338 2.5316
H 1.8829 3.7133 6.0699
H 3.1878 2.6914 5.4709
H 1.7801 1.9583 6.2468
H 3.0110 0.4826 4.6026
H 3.3938 -1.8105 3.7159
H 1.8864 -2.6215 1.8714
C -3.8271 1.9787 -2.6327
C -2.4110 1.7012 -2.1253
C -1.6926 3.0037 -1.7721
C -1.6079 0.8906 -3.1271
C -1.2644 1.4661 -4.3468
C -0.4958 0.7810 -5.2707
C -0.0623 -0.5028 -4.9834
C -0.3892 -1.1244 -3.7844
C 0.1011 -2.5269 -3.5027
C -0.5292 -3.5392 -4.4618
C 1.6255 -2.6164 -3.5440
C -1.1778 -0.4171 -2.8619
N -1.5443 -1.0246 -1.6311
C -2.8008 -1.2223 -1.3749
C -3.2194 -1.6139 -0.0911
C -4.5022 -1.9373 0.3580
C -4.3501 -2.2932 1.6894
C -2.9752 -2.1736 1.9964
N -2.2930 -1.7451 0.9233
C -2.3562 -2.4728 3.3441
C -1.1684 -3.4255 3.1847
C -3.3821 -3.1536 4.2563
C -1.9167 -1.1634 4.0102
H -4.4028 2.5189 -1.8778
H -4.3543 1.0512 -2.8644
H -3.8071 2.5870 -3.5408
H -2.4914 1.1297 -1.1999
H -1.6214 3.6699 -2.6362
H -0.6890 2.7831 -1.4179
H -2.2182 3.5305 -0.9741
H -1.5966 2.4740 -4.5687
H -0.2286 1.2489 -6.2112
H 0.5513 -1.0372 -5.6995
H -0.2104 -2.8173 -2.5021
H -0.3356 -3.2810 -5.5071
H -1.6128 -3.5845 -4.3223
H -0.1253 -4.5290 -4.2505
H 2.0116 -2.4122 -4.5498
H 1.9247 -3.6184 -3.2428
H 2.0797 -1.9112 -2.8497
H -3.5500 -1.0599 -2.1515
H -5.4046 -1.9266 -0.2342
H -5.1240 -2.6214 2.3629
H -1.4776 -4.3598 2.7160
H -0.7270 -3.6339 4.1640
H -0.3990 -2.9956 2.5512
H -3.7539 -4.0758 3.8072
H -4.2314 -2.5005 4.4713
H -2.9027 -3.4042 5.2058
H -1.2381 -0.6049 3.3714
H -1.4186 -1.3745 4.9618
H -2.7812 -0.5227 4.2046
O 0.4790 -5.2331 -1.5378
Se 0.0427 -4.8806 -0.0225
O 1.0880 -5.3737 1.1043
O 0.1552 -3.1395 0.0811
O -1.5012 -5.2168 0.3021
O 3.1149 -1.0078 -0.3475
C 2.3183 -0.2230 -0.8293
O 1.0520 -0.3199 -0.9512
C 2.8415 1.0988 -1.3679
C 4.0064 1.1172 -2.1206
C 4.4512 2.3183 -2.6442
C 3.7944 3.5166 -2.4374
C 2.6549 3.4541 -1.6617
C 2.1528 2.2834 -1.1236
N 1.9188 4.7256 -1.4326
O 0.9329 4.6894 -0.7355
O 2.3450 5.7280 -1.9772
N 5.6782 2.3341 -3.4625
O 6.2690 1.2794 -3.6289
O 6.0437 3.4105 -3.9190
H 4.5532 0.2010 -2.2906
H 4.1505 4.4424 -2.8569
H 1.2476 2.2619 -0.5235
```

Computed properties:
**Lowest unoccupied orbital energy (alpha / beta)**: 2.98 / 2.98 eV
**Expectation value of S²**: 8.76
**Orbital gap (alpha / beta)**: 5.915 / 5.903 eV
**E_HOMO (alpha / beta)**: -2.94 / -2.92 eV
**Relative energy (zero: lowest compared OMol25 entry of this formula, charge and spin)**: 0.074 eV
**Spin multiplicity**: 6
**Total charge**: -2
**Calculated total energy**: -184417.796 eV

=====

Here is a molecular structure, C36H44GaN2Si in a non-equilibrium geometry from the OMol25 dataset. Energies are from the ωB97M-V functional and the def2-TZVPD basis.

XYZ file:
```
84
C36H44GaN2Si the ωB97M-V functional and the def2-TZVPD basis
C 0.7918 -2.4422 -0.4383
C -0.4994 -2.8381 -0.8982
C -0.9129 -1.8958 -1.9025
H -1.0450 -3.7287 -0.6093
C 0.1668 -0.9510 -2.0868
C 1.2167 -1.3022 -1.1719
H 2.1948 -0.8336 -1.1178
H 1.3815 -2.9543 0.3192
H -1.7609 -2.0267 -2.6019
H 0.2651 -0.2915 -2.9460
Ga -1.0875 -0.1207 0.0190
C -2.3747 4.4001 1.7485
H -2.6150 5.3711 2.2252
H -1.5283 3.9262 2.2774
H -3.2693 3.7454 1.7675
Si -3.5008 -0.1294 -0.1739
C -4.7938 0.2960 1.0881
C -5.3815 -0.8203 1.7235
H -4.8976 -1.7968 1.6545
C -6.6113 -0.6616 2.3633
H -7.0944 -1.5406 2.7862
C -7.1993 0.6027 2.4588
H -8.1545 0.7191 2.9645
C -6.5486 1.7238 1.9358
H -6.9732 2.7181 2.0454
C -5.3260 1.5794 1.2605
H -4.8271 2.4588 0.8508
C -4.2738 0.2516 -1.8401
C -5.6804 0.1909 -1.8800
H -6.2062 0.0977 -0.9285
C -6.3588 0.2446 -3.0892
H -7.4393 0.0665 -3.1051
C -5.6465 0.5328 -4.2739
H -6.1778 0.5590 -5.2263
C -4.2607 0.7903 -4.2036
H -3.7148 1.1065 -5.0935
C -3.5720 0.6263 -2.9975
H -2.4915 0.7877 -2.9379
H -3.0221 -1.5324 0.1427
H -2.1104 4.5894 0.7264
C 3.7442 -1.0889 5.1777
C 3.6434 0.2268 4.3977
C 3.4129 1.3772 5.3994
C 4.9797 0.4404 3.6608
C 2.4728 0.2031 3.3844
C 1.4414 -0.7379 3.4311
C 0.4121 -0.6696 2.4991
N 0.4309 0.2098 1.4659
C 1.4350 1.1264 1.3770
C 2.3939 1.1941 2.3961
C 1.4181 2.0345 0.2254
C 2.3420 3.1126 0.1446
C 2.4100 3.9432 -0.9873
C 1.4497 3.7048 -1.9705
C 0.4753 2.7262 -1.7612
N 0.4697 1.8629 -0.7278
C 3.5397 5.0225 -1.0924
C 3.4969 5.7873 -2.4206
C 3.3752 6.0398 0.0518
C 4.9298 4.3669 -0.9808
H 4.6037 -1.0545 5.8564
H 3.8979 -1.9319 4.4952
H 2.8532 -1.2689 5.7864
H 4.2085 1.3967 6.1572
H 3.4050 2.3541 4.8974
H 2.4574 1.2379 5.9249
H 5.1162 -0.3420 2.9001
H 5.0419 1.4257 3.1808
H 5.8209 0.3672 4.3632
H 1.4109 -1.5389 4.1793
H -0.4748 -1.2995 2.5573
H 3.0730 2.0446 2.4177
H 3.0066 3.2579 0.9877
H 1.4322 4.2767 -2.9013
H -0.3453 2.6209 -2.4756
H 2.5289 6.2704 -2.5750
H 4.2632 6.5729 -2.4110
H 3.7119 5.1311 -3.2702
H 3.4674 5.5635 1.0350
H 4.1375 6.8244 -0.0230
H 2.3906 6.5198 -0.0150
H 5.0634 3.8284 -0.0357
H 5.0976 3.6708 -1.8127
H 5.7111 5.1358 -1.0385
```

Computed properties:
**Lowest unoccupied orbital energy**: -3.38 eV
**Orbital gap**: 6.723 eV
**E_HOMO**: -10.11 eV
**Relative energy (zero: lowest compared OMol25 entry of this formula, charge and spin)**: 1.432 eV
**Total charge**: +1
**Calculated total energy**: -101273.737 eV